Record 1
16
Properties=species:S:1:pos:R:3:forces:R:3 method="wB97M-V/def2-TZVPD" de_lowest_kcal_mol=29.9 gap_ev="6.47 / 6.90" multiplicity=3
C -1.5654 -0.3908 -0.3928 2.3370 2.5722 -7.8462
C -1.9481 -0.7431 0.8518 -2.7137 -2.6552 8.9720
C -0.8312 0.8695 -0.6090 -2.4617 0.6010 -2.2554
C 0.5919 0.7221 -0.8019 4.6254 -1.6683 1.2254
C 1.3167 -0.1627 0.3968 -1.4971 0.7735 -0.1578
S 3.1182 -0.2419 0.1326 0.1158 -0.6503 0.7617
H -1.6919 -0.9159 -1.3498 -0.4474 -0.2876 0.9248
H -1.7944 -0.0765 1.7649 -0.3267 -0.8501 -1.6143
H -2.3440 -1.7497 1.1061 0.5426 0.7959 -0.2335
H -1.3109 1.3801 -1.5329 0.8817 -0.7402 0.9755
H -0.9750 1.6139 0.1162 -0.5414 0.7441 1.6779
H 0.8912 0.2424 -1.7491 -0.1733 0.3242 0.2764
H 1.1381 1.6636 -0.6522 -0.2695 0.1125 -0.6989
H 1.0286 0.3708 1.3826 0.5905 -1.1545 -1.4216
H 1.0268 -1.2392 0.3752 -0.4306 1.0014 0.1960
H 3.3494 -1.3427 0.9614 -0.2319 1.0814 -0.7821

---

Record 2
18
Properties=species:S:1:pos:R:3:forces:R:3 method="wB97M-V/def2-TZVPD" de_lowest_kcal_mol=71.6 gap_ev=7.93 smiles="S=C(S)S.C=CCC"
S 1.6404 -1.5215 0.8004 -0.0855 -0.2583 -0.1375
C 2.1618 -0.0904 0.1687 1.2995 -2.3510 1.5349
S 3.3168 -0.2460 -1.1256 -0.2508 1.2005 0.3008
S 2.1327 1.2988 1.2245 -1.4396 0.1450 -0.2255
H 3.2656 1.0886 -1.2638 0.5533 0.0735 -0.6551
H 0.9175 0.7896 1.6776 1.0923 0.8620 0.0865
C 0.3410 0.0711 -1.5144 -0.3967 -2.0979 -0.9627
C -0.6566 0.3865 -0.7121 0.5434 0.8657 -2.1029
C -1.4642 -0.6162 -0.0523 -0.7681 -1.0187 2.6517
C -2.1705 -0.0080 1.1696 -3.7642 -0.3040 -1.7800
H 0.7058 -0.9342 -1.7402 -0.6754 -0.1153 0.5062
H 0.7632 0.6775 -2.2375 0.8591 2.0521 -0.7528
H -0.8281 1.4684 -0.7177 -0.6677 -0.3489 0.6033
H -2.1387 -1.2978 -0.6528 0.8548 1.1405 0.2499
H -0.7884 -1.2910 0.5435 -0.0528 -0.0378 -1.2476
H -1.4738 0.1130 1.9259 1.2765 1.0214 1.5057
H -2.8642 0.8907 0.9486 1.4916 -1.1132 0.4185
H -2.8603 -0.7790 1.5575 0.1305 0.2841 0.0065

---

Record 3
18
Properties=species:S:1:pos:R:3:forces:R:3 method="wB97M-V/def2-TZVPD" de_lowest_kcal_mol=47.1 gap_ev=8.02 smiles="CSC(CC=S)SC"
C -0.2000 0.6082 -2.8289 2.5824 -2.1030 -0.0512
S -0.5270 -0.9698 -1.8263 -0.5655 0.2947 -1.2109
C -0.0144 -0.5207 -0.1160 0.7811 1.7161 -3.8354
C -0.7102 0.7763 0.1349 -1.3734 -0.0380 2.0190
C -0.4939 1.0723 1.6153 -0.2856 1.1787 0.0081
S -1.7634 1.5538 2.5566 1.8331 -0.6480 -0.5291
S 1.8245 -0.4013 -0.1708 -1.0316 -0.1389 1.4166
C 1.9837 -2.0292 0.5951 1.3562 -1.1546 -2.2724
H -0.8518 1.4248 -2.7571 -1.4813 0.7090 0.2490
H 0.7939 0.9767 -2.4938 -0.4259 -0.2637 -0.1993
H -0.0417 0.2946 -3.9021 -0.4634 0.1716 1.2475
H -0.3944 -1.2711 0.5203 -0.1045 -0.9470 0.7098
H -1.7890 0.7064 -0.1717 0.7825 -0.2005 0.8530
H -0.4059 1.6147 -0.4433 1.0751 0.6129 -0.5476
H 0.6513 1.0010 1.8742 -2.3451 0.1231 0.0935
H 1.8437 -2.7846 -0.2558 0.3079 0.7995 1.2744
H 1.2297 -2.2486 1.3269 0.0267 0.2375 0.6402
H 3.0280 -2.0793 0.9497 -0.6688 -0.3496 0.1348

---

Record 4
16
Properties=species:S:1:pos:R:3:forces:R:3 method="wB97M-V/def2-TZVPD" de_lowest_kcal_mol=52.0 gap_ev=8.59 smiles="C=CC/C=[SiH]/C"
C -3.4381 0.0934 0.3616 -1.4925 -0.3539 1.3565
C -2.2584 0.2849 -0.1502 0.5875 -0.3715 0.2844
C -1.1400 -0.6685 -0.1950 1.3964 -0.3006 -2.4497
C 0.2637 -0.0994 -0.2984 1.1811 -0.3927 -0.2942
Si 1.7951 -0.3774 0.5320 -0.0360 1.2136 -0.3019
C 3.3508 0.5041 -0.1480 0.1452 0.3500 -0.3481
H -4.1953 0.8508 0.2278 -0.0938 0.1505 0.2315
H -3.6825 -0.7066 1.0589 -0.0830 -0.3378 -0.6018
H -2.1140 1.2639 -0.4721 0.6022 1.4314 -1.4004
H -1.1723 -1.3816 0.5470 -0.4204 -1.4636 2.0579
H -1.2231 -1.3105 -1.1358 -0.2697 0.8139 0.8824
H 0.4223 0.2408 -1.3525 0.2860 0.2134 0.9939
H 2.2043 -0.8336 1.9331 -0.8333 -0.0193 -0.7262
H 4.0425 0.9368 0.5807 -0.4292 -0.2585 0.5540
H 4.0068 -0.1752 -0.7006 -0.2727 -0.0684 -0.2074
H 3.1383 1.3782 -0.7885 -0.2676 -0.6065 -0.0310

---

Record 5
16
Properties=species:S:1:pos:R:3:forces:R:3 method="wB97M-V/def2-TZVPD" de_lowest_kcal_mol=62.5 gap_ev=9.52 smiles="[SiH3]/C=C/C1CC1"
Si 2.0465 -2.2512 0.5141 0.5503 0.2323 -0.9451
C 1.2148 -0.8089 -0.3088 -1.2703 2.1033 -0.4076
C 0.1765 -0.0688 0.2223 1.2548 -0.6109 -2.0038
C -0.4952 1.0268 -0.5117 -1.1750 1.2285 0.7851
C -1.9834 1.0313 -0.7631 1.2334 0.8791 -1.0731
C -1.7486 2.2116 0.1329 2.5598 -2.0149 -2.2404
H 1.4883 -3.0670 1.5772 -0.8926 -0.0757 0.2031
H 3.3464 -1.9586 1.0921 0.5429 0.4742 0.1373
H 2.3398 -3.0270 -0.6817 0.1155 -0.7420 -0.1995
H 1.5903 -0.4978 -1.3736 -0.5239 -0.5984 2.0851
H -0.2393 -0.4284 1.1154 -0.5887 -0.1776 1.4239
H 0.0881 1.2357 -1.3897 0.1549 1.0901 -0.0872
H -2.2084 1.2355 -1.8192 -0.1823 0.1223 0.5549
H -2.3122 0.0864 -0.5003 -1.7247 -1.3338 1.1121
H -1.6346 3.1494 -0.3960 -0.0382 -0.0708 0.0885
H -1.9346 2.2970 1.1771 -0.0157 -0.5057 0.5666

---

Record 6
19
Properties=species:S:1:pos:R:3:forces:R:3 method="wB97M-V/def2-TZVPD" de_lowest_kcal_mol=54.5 gap_ev="3.94 / 3.95"
C -0.8703 -0.9981 -1.3458 1.7113 -1.5622 0.1615
C 0.4427 -0.5773 -1.7534 0.5460 -0.1811 -0.9158
C 1.4258 -0.9072 -0.7901 2.7476 -0.5920 -2.1829
C 0.7985 -1.6532 0.2204 0.3450 -1.1605 1.2104
C -0.6247 -1.7693 -0.0863 -0.0600 -0.6819 -1.1331
Al 0.0608 0.1556 0.1287 -2.1989 4.0588 2.6259
P -1.8060 0.9169 1.1124 -0.6080 1.5569 0.3035
H -1.7501 -0.8467 -1.9925 0.4288 -0.1601 0.9987
H 0.7693 0.0296 -2.5755 -0.7029 0.2616 -0.4447
H 2.5400 -0.5835 -0.7921 -2.1391 -0.8237 -0.1784
H -1.2576 -2.4336 0.5204 -0.0687 0.8147 -0.5647
H 1.4122 -1.9579 1.0632 -0.8645 -0.4503 0.0406
H -2.4285 0.1702 2.1203 -0.8849 -0.4616 0.6989
H -2.9831 1.2285 0.3423 -0.0161 -0.4628 0.1056
H -1.8509 2.1774 1.8223 0.5077 -0.7333 -0.4562
N 1.3020 1.6414 0.5455 0.5673 0.3631 -1.9545
H 1.1349 2.6247 0.2191 0.0141 -1.1408 0.1214
H 1.8741 1.1218 -0.1698 0.3359 1.5893 0.8856
H 1.8109 1.6606 1.4110 0.3393 -0.2341 0.6780

---

Record 7
24
Properties=species:S:1:pos:R:3:forces:R:3 method="wB97M-V/def2-TZVPD" gap_ev="3.99 / 3.02" charge=+3 multiplicity=6
C -0.4217 -2.4470 0.5883 -0.0357 0.2843 -0.2525
C -0.4268 -1.4952 -0.6208 0.0517 -0.3435 0.5499
C -0.1057 -0.0695 -0.1865 -0.5330 -0.2301 -0.0604
O 0.5654 0.6732 -1.2337 -0.2090 0.2109 0.1498
C 1.9017 0.6462 -1.4203 -0.2696 0.2057 0.3395
O 2.3969 0.4330 -2.4583 0.3890 -0.1776 -0.8016
P 3.0671 1.3734 -0.0738 0.9360 0.1159 -0.3234
O 3.1045 0.4475 1.1981 -0.4681 -0.2175 0.0938
I 5.2432 1.4934 -1.0007 -0.5248 0.1008 0.1477
B -1.3572 0.8576 0.1594 0.4911 0.3630 0.2562
C -1.3940 2.0065 1.1570 -0.1433 -0.3250 0.0136
O -2.6003 0.6071 -0.6032 -0.9054 -0.4861 -0.5997
H -0.7817 -1.9502 1.4865 -0.1040 0.0003 0.2088
H -1.0443 -3.3135 0.4094 -0.0418 -0.2002 -0.0258
H 0.5861 -2.7965 0.7767 0.1651 -0.0769 0.1605
H 0.2995 -1.8366 -1.3487 0.0536 0.0141 -0.2825
H -1.4081 -1.5712 -1.0902 -0.1090 0.0526 -0.3964
H 0.4780 -0.1164 0.7314 0.3750 0.1562 0.0528
H 3.0582 -0.5117 1.0609 0.2270 -0.1021 0.2592
H -2.0871 1.7726 1.9715 -0.1267 0.0788 0.2077
H -0.4230 2.1377 1.6202 0.1262 0.1630 0.1240
H -1.7145 2.9473 0.7146 -0.0649 0.2225 -0.0499
H -2.3817 0.0834 -1.4023 0.3501 -0.1245 0.0435
Fe -4.5547 0.6290 -0.4355 0.3704 0.3155 0.1853